Record 1
Here is a structure of composition C54H44ClN2O5P2RuS2 at a distorted geometry from the Open Molecules 2025 dataset. Energies are from wB97M-V/def2-TZVPD.

## Properties
Kohn-Sham gap (alpha / beta): 0.210 / 0.163 Eh
Strongest force on any atom: 4.466 eV/Å
Spin multiplicity: 6
LUMO energy (alpha / beta): -0.38 / -2.39 eV
<S²>: 8.976

Structure (XYZ):
```
111
Properties=species:S:1:pos:R:3:forces:R:3:mulliken_spin:R:1
Ru -0.06969 -0.14447 -1.07260 2.338 -0.010 1.237 0.862
O 2.81122 -0.14096 -1.98370 0.504 0.280 0.768 -0.006
S 2.09802 0.01663 -0.69292 -1.485 -0.483 -1.945 -0.048
C 2.54011 1.58771 0.03677 2.076 -2.265 2.810 -0.001
C 3.40290 1.58769 1.22809 -2.321 0.008 -3.201 -0.005
C 3.82464 2.76980 1.77769 0.651 0.187 0.927 0.003
C 3.52080 3.93020 1.14370 -1.592 0.446 -0.867 -0.007
C 3.81709 5.34238 1.51988 0.954 0.616 -0.091 0.001
C 3.10370 6.21058 0.41275 0.721 1.021 0.785 -0.001
C 2.47968 5.22884 -0.51001 -2.109 -0.567 -0.702 0.003
C 1.61763 5.40634 -1.60938 2.185 -0.167 0.568 -0.002
C 0.98169 4.25064 -2.09592 -0.246 0.529 -0.459 0.002
C 1.12686 2.96853 -1.63318 -0.471 0.029 -0.776 -0.026
P 0.03816 1.72542 -2.47837 1.589 -2.020 1.432 0.188
C -1.65496 2.34871 -2.48958 -0.118 0.620 -0.527 0.393
C -1.98256 3.00486 -1.33804 0.357 0.673 -0.772 -0.245
C -3.25127 3.59163 -1.13763 0.745 0.395 1.172 0.442
C -4.23504 3.34922 -2.06676 -1.568 -1.403 -1.007 -0.164
C -4.01318 2.53546 -3.18225 -0.440 2.566 1.726 0.426
C -2.64610 2.21573 -3.66961 -0.068 -0.489 1.392 -0.044
C 0.69040 1.43165 -4.17660 -0.845 0.814 1.129 -0.064
C 1.14932 0.15843 -4.58768 -1.253 1.043 -0.053 0.012
C 1.23040 -0.01329 -5.96119 -0.167 -0.462 -0.197 0.001
C 1.04865 1.03864 -6.83653 -0.581 1.455 -0.681 0.000
C 0.60098 2.29841 -6.39542 0.365 0.050 0.659 -0.001
C 0.38950 2.51345 -5.02823 1.344 -1.902 -1.186 0.020
C 2.05255 2.73664 -0.56955 0.440 1.695 0.617 0.022
C 2.62266 3.91604 0.02362 0.737 0.045 -0.261 0.008
C 2.78272 -1.22792 0.41821 -0.828 -0.429 0.843 0.017
C 3.73227 -2.12498 -0.02788 -0.363 0.153 -0.764 0.013
C 4.38114 -3.05862 0.80033 0.341 -0.126 1.461 0.000
C 4.13976 -3.06690 2.16452 -0.115 1.573 -1.283 0.002
C 4.86100 -3.53767 3.38510 1.777 -1.425 -0.295 -0.001
C 3.99454 -3.14938 4.56986 0.091 -0.207 1.193 0.000
C 2.82515 -2.43198 3.98724 -0.735 0.740 -0.741 0.003
C 1.69078 -1.87175 4.57560 1.217 -0.053 -0.615 0.005
C 0.83220 -1.21159 3.68316 -1.266 1.051 -0.515 -0.006
C 1.03920 -0.98616 2.29523 -0.438 0.293 2.057 -0.097
P -0.26840 -0.30820 1.24243 0.288 -0.187 -1.044 0.093
C -1.51688 -1.64067 1.25209 0.617 0.062 -0.802 -0.057
C -1.18000 -2.70657 0.43565 0.593 -0.932 0.672 0.260
C -1.74206 -4.07701 0.65021 -1.909 -0.662 -1.725 0.367
C -4.56063 -2.30101 0.66864 -0.819 0.325 -2.071 0.242
C -3.94172 -2.01225 1.84843 0.604 -1.443 -0.273 -0.180
C -2.64351 -1.47096 2.02023 -1.431 1.635 1.758 0.444
C -0.86784 1.17943 2.03300 0.343 -0.565 0.326 0.029
C -1.98880 1.71228 1.46225 -2.541 0.249 -0.460 -0.014
C -2.49669 2.94615 1.89323 -0.667 -0.435 0.490 0.025
C -1.82064 3.64826 2.86236 1.477 -1.166 -0.407 -0.002
C -0.61077 3.12852 3.36741 -0.854 1.234 0.336 0.004
C -0.18201 1.87990 3.02550 0.525 -0.006 -0.521 -0.006
C 2.22948 -1.42190 1.75160 2.343 -1.726 -0.848 -0.013
C 3.04132 -2.28965 2.57912 -1.177 0.809 0.952 -0.006
H 3.70704 0.68286 1.69971 -0.001 -0.655 -0.050 0.000
H 4.38718 2.71737 2.71032 0.060 0.267 -0.261 0.000
H 4.90768 5.55817 1.49583 -0.510 -0.276 -0.096 0.000
H 3.56201 5.50423 2.58006 -0.400 0.301 -0.501 0.000
H 3.85799 6.85329 -0.08243 -0.408 -0.273 0.137 0.000
H 2.33724 6.90498 0.82330 0.449 -0.512 -0.173 0.000
H 1.66062 6.30540 -2.24490 -0.525 -0.223 0.759 0.000
H 0.29203 4.40066 -2.92487 0.079 0.054 0.210 -0.008
H -1.15518 3.22371 -0.67235 -0.347 -0.207 0.439 -0.023
H -3.43898 4.12029 -0.19196 0.014 -0.106 -0.845 0.038
H -5.29430 3.59882 -1.85105 0.831 0.038 -0.084 -0.001
H -4.93670 2.32501 -3.68638 0.168 -0.522 -0.854 0.011
H -2.30573 2.97205 -4.39776 -0.226 -0.196 -0.154 0.085
H 1.25937 -0.67852 -3.89126 0.058 0.565 -0.248 -0.011
H 1.24743 -1.00195 -6.39922 0.728 -0.178 0.194 0.000
H 1.21034 0.92515 -7.91659 -0.214 -0.247 0.507 0.000
H 0.42219 3.14158 -7.05287 0.125 -0.269 -0.338 0.000
H 0.14837 3.48705 -4.64567 -0.414 0.097 0.013 0.012
H 3.98449 -2.19195 -1.09019 -0.054 0.625 0.312 0.000
H 5.16396 -3.66331 0.39449 0.286 -0.285 -0.357 0.000
H 5.89825 -3.10520 3.49386 -1.072 -0.209 -0.438 0.000
H 5.04451 -4.63203 3.34871 -0.165 0.485 0.041 0.000
H 4.56634 -2.49379 5.25119 -0.361 -0.141 -0.201 0.000
H 3.71374 -4.02503 5.17330 -0.072 0.232 -0.172 0.000
H 1.57185 -1.88650 5.67046 -0.313 -0.011 -0.728 0.000
H -0.08532 -0.72495 4.06479 0.459 -0.601 0.041 -0.003
H -0.26136 -2.64861 -0.20391 -0.912 0.020 0.423 0.185
H -2.44215 -4.48145 -0.15260 0.929 0.498 0.566 0.011
H -4.56735 -1.64045 -0.24656 0.488 -0.730 1.126 0.011
H -4.33082 -2.61117 2.68328 0.095 0.594 0.118 0.035
H -2.54420 -0.77328 2.87838 0.096 -0.614 -0.301 -0.003
H -2.63519 1.12322 0.75493 1.057 0.606 0.495 0.002
H -3.48607 3.32113 1.59362 0.655 -0.410 -0.109 -0.009
H -2.17122 4.58469 3.17072 -0.425 1.228 0.527 0.000
H -0.02507 3.74246 4.04299 -0.070 -0.146 0.134 0.000
H 0.74625 1.52820 3.45184 0.014 -0.282 -0.070 -0.001
O -1.28622 -3.69406 -2.49738 0.222 -0.229 -0.816 0.015
Cl -0.57841 -2.69025 -3.23732 -1.205 2.218 1.159 0.002
O -0.98953 -2.54529 -4.62232 0.369 -0.273 1.612 0.002
O -1.02411 -1.33783 -2.47572 0.364 -2.430 -2.503 0.034
O 0.84585 -2.84446 -3.11635 -0.557 0.176 -0.075 0.001
C -1.28127 -6.48085 3.40856 -0.848 1.035 1.188 -0.008
C -2.06665 -5.86712 2.25178 0.817 -0.123 0.272 0.387
C -3.34814 -6.42212 1.93902 -1.610 -0.662 -0.387 0.197
C -4.45222 -5.72308 1.44946 -0.657 -4.416 -0.080 0.079
N -4.64380 -4.43926 1.40037 -0.326 1.667 -0.884 0.517
C -5.23127 -3.60754 0.46973 0.385 0.144 0.923 -0.130
S -6.42268 -3.95066 -0.69160 0.970 -0.022 0.963 0.542
N -1.52253 -4.79791 1.69439 0.817 1.047 1.025 -0.025
H -0.98522 -5.63852 4.11552 -0.067 -0.883 -1.074 0.018
H -0.38099 -7.04438 3.13113 -0.362 0.046 0.018 0.023
H -2.00082 -7.05967 4.03174 0.750 -0.167 -0.540 0.002
H -3.52988 -7.55655 2.07787 0.525 2.028 -0.283 0.019
H -5.25690 -6.47663 1.11614 0.716 1.387 0.150 0.054
C -2.71229 0.81880 -4.28103 0.622 -0.331 -0.982 0.057
H -3.74934 0.47878 -4.42510 0.381 0.171 0.074 -0.008
H -2.18466 0.07763 -3.67394 -0.156 0.091 -0.192 -0.008
H -2.23196 0.87459 -5.26706 -0.065 -0.457 0.147 0.004
```
Forces are in eV/Å.

=====

Record 2
Here is a structure of composition C54H45Cl2N4O4SW at a distorted geometry from the Open Molecules 2025 dataset. Energies are from wB97M-V/def2-TZVPD.

## Properties
Kohn-Sham gap: 0.206 Eh
Strongest force on any atom: 3.247 eV/Å
Spin multiplicity: 1
LUMO energy: -10.24 eV
Total charge: +3
Energy relative to the best compared isomer or geometry (same formula, charge and spin): 153.9 kJ/mol

Structure (XYZ):
```
111
Properties=species:S:1:pos:R:3:forces:R:3:mulliken_charge:R:1
W 0.17788 -0.10874 -0.96894 0.344 -0.691 -3.153 -0.218
Cl -1.75336 -1.90584 -0.26531 0.056 0.255 0.254 0.191
C -2.72096 -2.25415 -1.66240 -0.048 -0.009 -0.023 0.062
C -3.75709 -3.15240 -1.53006 -0.089 -0.133 0.157 -0.582
C -4.51769 -3.43741 -2.65356 -0.073 -0.042 -0.052 -0.727
C -4.23416 -2.83347 -3.86949 -0.050 -0.015 -0.067 -0.691
C -3.18835 -1.92975 -3.96983 -0.035 -0.052 -0.040 0.082
Cl -2.84978 -1.17318 -5.47949 -0.010 -0.015 0.021 -0.159
C -2.41008 -1.61755 -2.85159 0.156 0.052 -0.100 0.986
S -1.18369 -0.37234 -3.00941 0.243 0.227 0.573 -0.302
H -3.96880 -3.61824 -0.57319 0.028 0.052 -0.128 0.551
H -5.33975 -4.13790 -2.57839 0.040 0.031 -0.014 0.468
H -4.82576 -3.05226 -4.75021 0.030 0.006 0.064 0.511
N 3.03549 1.24102 -2.82005 -0.004 -0.102 -0.025 0.347
C 3.39674 0.18860 -2.02360 -0.008 0.158 -0.104 0.310
C 4.75076 -0.16249 -2.05560 0.302 -0.017 -0.072 -0.945
C 5.20708 -1.17662 -1.26445 0.134 -0.043 0.013 -1.023
C 4.29236 -1.84030 -0.44064 0.132 -0.034 -0.019 -0.916
C 2.98953 -1.45498 -0.47415 0.146 -0.029 0.026 -1.062
N 2.51485 -0.44658 -1.26215 -0.820 0.068 0.355 0.498
C 1.87537 1.93787 -2.98744 0.024 -0.094 0.084 0.302
C 1.95638 3.04020 -3.83843 0.017 0.260 -0.229 -1.047
C 0.85410 3.81434 -4.07452 0.067 0.119 -0.100 -0.849
C -0.34171 3.48253 -3.43808 -0.018 0.157 -0.114 -1.281
C -0.35526 2.41129 -2.60911 0.067 0.083 -0.002 -0.105
N 0.73235 1.59917 -2.36975 -0.482 -0.289 0.718 0.367
H 3.79652 1.60788 -3.36419 0.139 0.059 -0.097 0.242
H 5.42561 0.38513 -2.70407 -0.059 -0.031 0.043 0.556
H 6.25425 -1.45287 -1.27482 -0.040 0.017 0.001 0.520
H 4.59613 -2.64389 0.21589 -0.017 0.019 -0.009 0.697
H 2.27573 -1.95794 0.14603 -0.111 -0.088 0.087 0.924
H 2.90455 3.27228 -4.30611 -0.010 -0.015 0.006 0.559
H 0.91842 4.67450 -4.73024 0.002 -0.061 0.011 0.506
H -1.24427 4.06107 -3.57140 0.009 0.001 0.011 0.622
H -1.26117 2.16882 -2.09708 -0.148 -0.083 0.093 0.292
C -2.24351 1.51606 5.21979 -0.130 0.008 0.026 -1.756
C -1.04429 1.65166 4.32072 0.006 0.006 -0.003 1.208
C 0.11102 2.36971 4.97380 0.105 -0.018 0.091 -1.531
O -0.63333 0.33670 3.87424 0.224 0.097 0.075 -0.487
C -0.59972 0.27767 2.48177 -0.068 -0.126 -0.349 -0.204
C -0.78311 1.74085 2.04867 -0.039 -0.211 -0.330 -0.279
O -1.43284 2.33531 3.12452 -0.202 -0.039 0.019 -0.352
C -1.60052 1.98343 0.75033 -0.464 0.366 0.490 1.110
O -0.84984 1.12369 -0.25202 0.150 0.482 0.410 1.149
C -3.03738 1.48102 0.70643 0.114 -0.219 0.044 -0.022
C -3.91867 1.67997 1.76950 0.008 -0.097 -0.026 -0.147
C -5.23410 1.24118 1.67166 -0.016 0.004 -0.016 -1.144
C -5.69376 0.62047 0.51748 -0.057 0.013 0.081 -0.932
C -4.83429 0.46576 -0.55973 -0.030 -0.026 -0.055 -0.844
C -3.51996 0.89670 -0.46363 -0.116 0.165 0.075 0.517
C -1.46449 3.43888 0.31864 0.172 -0.246 -0.334 0.136
C -2.58988 4.20923 0.04089 -0.007 0.002 -0.031 -0.516
C -2.44865 5.53537 -0.35327 -0.007 0.012 -0.006 -1.187
C -1.18844 6.09991 -0.48361 0.008 0.023 -0.014 -0.732
C -0.05748 5.33265 -0.22132 -0.004 -0.029 -0.005 -0.975
C -0.19542 4.01168 0.17085 -0.107 0.064 0.109 0.114
C 0.72774 -0.45154 2.06030 0.153 0.336 0.583 0.597
O 0.57622 -0.84459 0.61402 -0.078 -0.114 0.729 1.211
C 0.90000 -1.77241 2.78085 -0.024 -0.099 -0.224 -0.046
C -0.21574 -2.51906 3.16347 -0.030 0.022 0.081 -0.417
C -0.05993 -3.77012 3.74065 0.030 -0.017 0.005 -1.072
C 1.21162 -4.29825 3.93412 -0.043 0.011 -0.006 -0.677
C 2.32554 -3.57532 3.53058 0.024 0.016 -0.026 -1.320
C 2.17077 -2.32448 2.94776 -0.034 -0.083 -0.024 -0.282
C 1.92182 0.48811 2.12563 -0.183 -0.010 -0.211 0.694
C 2.66542 0.64949 3.28571 0.005 -0.061 0.196 0.128
C 3.71034 1.56656 3.32852 0.010 0.022 0.032 -1.203
C 4.02638 2.33459 2.21829 0.060 0.056 -0.002 -1.248
C 3.26914 2.21205 1.05825 0.061 0.045 0.041 -0.614
C 2.22802 1.30557 1.04373 -0.077 -0.009 0.044 0.400
H -1.94360 1.07684 6.17166 -0.043 0.017 -0.050 0.445
H -2.99621 0.87652 4.75511 0.042 0.059 0.026 0.382
H -2.66914 2.50402 5.40871 0.031 -0.090 0.022 0.385
H 0.47429 1.78597 5.82314 -0.004 0.079 -0.086 0.383
H -0.22693 3.34271 5.33378 0.036 -0.065 -0.003 0.429
H 0.92838 2.52281 4.26676 -0.029 -0.008 0.027 0.226
H -1.43607 -0.31420 2.09939 -0.140 -0.112 -0.028 1.059
H 0.18090 2.20796 1.88649 0.256 0.129 0.015 0.353
H -3.59419 2.19502 2.65851 0.014 -0.017 0.015 0.804
H -5.90736 1.40460 2.50507 0.040 -0.022 -0.054 0.507
H -6.72219 0.28298 0.45137 0.089 0.048 0.006 0.471
H -5.19295 0.02601 -1.48555 0.047 0.037 0.079 0.586
H -2.88496 0.81361 -1.33209 0.044 -0.075 -0.100 0.294
H -3.58184 3.79000 0.14716 0.045 0.026 -0.020 0.607
H -3.33282 6.12922 -0.55092 0.047 -0.028 0.023 0.500
H -1.08588 7.13855 -0.77811 -0.008 -0.088 0.028 0.465
H 0.93099 5.77064 -0.30655 -0.075 -0.027 -0.004 0.517
H 0.69817 3.43768 0.37847 0.051 -0.031 0.019 0.188
H -1.22053 -2.12709 3.04655 0.107 -0.017 0.032 0.330
H -0.93433 -4.32996 4.05098 0.066 0.037 -0.009 0.496
H 1.33282 -5.26869 4.40036 -0.013 0.057 -0.029 0.470
H 3.32029 -3.98013 3.67784 -0.072 0.020 -0.005 0.504
H 3.05228 -1.77974 2.63280 -0.021 0.006 0.044 0.632
H 2.41911 0.06245 4.16361 0.046 0.057 -0.058 0.638
H 4.27800 1.68439 4.24321 -0.015 -0.028 -0.039 0.532
H 4.84818 3.03939 2.25637 -0.043 -0.042 0.016 0.507
H 3.48426 2.82855 0.19093 -0.030 -0.032 0.074 0.618
H 1.60275 1.26869 0.14360 0.258 0.277 0.180 0.494
N 0.66931 -2.09187 -1.83733 -0.251 0.935 0.819 -0.267
C 0.94182 -3.06376 -2.36866 0.313 -1.409 -0.630 1.039
C 1.28355 -4.27208 -3.03953 -0.087 0.146 -0.024 -0.167
C 2.41060 -4.99769 -2.63812 0.038 0.093 0.135 -0.352
C 2.73889 -6.15218 -3.31892 0.025 -0.070 -0.013 -0.779
C 1.95139 -6.57632 -4.38579 0.018 -0.033 -0.003 -0.404
C 0.82938 -5.85438 -4.77945 -0.020 -0.055 -0.042 -0.752
C 0.48645 -4.69777 -4.10927 -0.107 0.137 0.013 -0.497
H 3.00681 -4.65586 -1.80034 -0.011 -0.030 -0.048 0.541
H 3.60505 -6.72897 -3.01966 -0.053 0.035 -0.024 0.436
H 2.21500 -7.48411 -4.91498 -0.013 0.045 0.024 0.430
H 0.22402 -6.19763 -5.60855 0.036 0.013 0.040 0.437
H -0.38463 -4.12049 -4.39981 0.059 -0.044 -0.008 0.546
```
Forces are in eV/Å.